ORCA calculation (the ωB97M-V functional and the def2-TZVPD basis) on a molecular structure, C38H45GeHgN5P2S2Se at a distorted geometry.

Geometry as XYZ:
```
95
Properties=species:S:1:pos:R:3:forces:R:3:mulliken_charge:R:1
Hg -0.00410 -2.19449 1.69118 0.403 0.514 0.985 0.107
S -2.48041 0.17614 0.28647 0.434 -0.421 0.735 -0.537
P -1.69973 -1.50583 -0.47021 0.903 -0.910 0.059 1.335
C 0.02698 -1.90020 -0.34147 -0.786 0.221 -1.302 -0.204
P 1.48378 -2.39669 -1.20427 -0.308 1.309 1.796 1.160
S 3.28598 -1.71770 -0.49473 -1.252 -0.415 -0.393 -0.682
C 1.41999 -4.18627 -1.04857 0.261 -1.658 -1.027 0.675
C 2.40475 -4.93267 -0.36346 -1.632 -0.534 -1.208 -0.810
C 2.34185 -6.32674 -0.31531 -0.814 -0.189 -0.362 -0.551
C 1.22216 -7.03049 -0.85361 0.657 2.088 -0.062 -0.693
C 0.27465 -6.27128 -1.60418 -0.514 -0.825 0.896 -0.731
C 0.38744 -4.87415 -1.73485 1.448 -1.158 1.189 -0.641
C 1.32365 -1.93905 -2.94103 0.295 0.590 -1.692 0.554
C 1.05020 -2.81576 -4.04712 -0.358 -1.434 1.755 -0.225
C 0.68625 -2.32842 -5.27408 0.681 1.481 -0.319 -0.425
C 0.77463 -0.92301 -5.54336 -0.789 -2.274 0.593 -0.845
C 0.87967 -0.09132 -4.45864 1.879 -0.593 0.784 -0.298
C 1.34941 -0.53582 -3.20138 -1.708 -1.593 -0.232 -0.737
C -2.66702 -2.93281 0.26368 -1.092 -0.565 -0.623 0.169
C -3.61200 -2.80391 1.28666 1.212 2.040 0.179 -0.578
C -4.22800 -3.87592 1.88924 -0.440 0.146 0.071 -0.631
C -4.11686 -5.12239 1.32596 1.086 -1.293 -0.191 -0.311
C -3.26227 -5.32316 0.20803 -0.818 1.549 0.958 -1.104
C -2.60717 -4.20650 -0.32277 -0.677 -0.332 1.255 -0.004
C -2.24999 -1.43737 -2.18230 -0.633 1.020 0.240 1.357
C -2.11186 -0.13042 -2.62200 0.837 -0.462 -1.253 -0.998
C -2.47917 0.15873 -3.92987 0.365 1.062 -0.573 -0.272
C -3.42267 -0.60122 -4.61351 1.055 -1.023 1.887 -0.743
C -3.78609 -1.82843 -3.99316 0.624 0.905 -0.960 -0.752
C -3.06739 -2.28987 -2.90551 -0.396 -0.637 0.220 -0.473
H 3.20508 -4.40450 0.06430 0.994 0.592 0.509 0.505
H 3.19864 -6.84851 0.11984 -0.508 -0.049 0.097 0.376
H 1.14135 -8.08850 -0.63324 -0.217 0.033 -0.409 0.383
H -0.66921 -6.78386 -1.94200 1.200 0.552 0.003 0.287
H -0.26757 -4.33297 -2.37511 -0.679 0.295 -0.062 0.579
H 1.04093 -3.97038 -3.92529 0.009 2.295 0.000 0.281
H 0.27732 -3.03069 -5.97575 0.395 -0.096 -0.677 0.420
H 0.75290 -0.57227 -6.55965 -0.672 0.275 -0.154 0.413
H 0.71289 0.93059 -4.60421 0.169 1.602 -0.176 0.471
H 1.53230 0.15709 -2.38110 -0.108 -0.071 -0.182 0.155
H -3.77339 -1.76909 1.63121 0.112 -0.605 0.144 0.248
H -4.77475 -3.72713 2.82073 -0.158 -0.020 -0.395 0.363
H -4.60475 -5.94985 1.84631 0.169 0.007 -0.390 0.309
H -3.08815 -6.28207 -0.23533 -0.217 -0.411 -0.166 0.418
H -2.13268 -4.35178 -1.23894 1.332 -0.174 -1.036 0.059
H -1.61268 0.58044 -1.97181 0.150 0.036 -0.462 0.237
H -1.93481 0.98360 -4.43732 -0.941 -0.194 0.388 0.190
H -3.69192 -0.27351 -5.58414 -0.690 -0.063 -0.730 0.434
H -4.55509 -2.45088 -4.39608 -0.274 -0.349 -0.425 0.413
H -3.21425 -3.32020 -2.58114 -0.199 0.381 -0.017 0.283
N 0.89803 -2.08905 7.64489 -1.585 -1.238 -0.615 -0.432
C 1.05028 -0.91251 6.97656 -0.903 0.173 -0.453 -0.397
N 1.53164 0.06906 7.74978 0.472 1.255 -0.670 -0.137
N 0.72396 -0.63292 5.73607 1.258 2.569 2.338 -0.103
C 0.48002 -1.43043 4.79686 -1.354 -5.003 -3.551 0.198
N 0.20337 -2.16271 3.86672 1.064 1.715 3.045 -0.246
H 0.86726 -1.92123 8.64361 -0.087 -0.559 -0.157 0.272
H 0.12488 -2.72111 7.28413 1.516 1.090 0.470 0.363
H 1.73669 -0.03147 8.71712 0.080 -0.268 0.376 0.258
H 1.78502 0.94727 7.31448 -0.213 -0.360 -0.034 0.170
N -0.25466 4.39981 3.70588 -0.380 0.646 -1.516 -0.434
C 0.12730 4.52332 5.01221 0.211 -1.265 -0.257 0.987
C 1.00614 3.54549 5.54589 -0.082 -0.321 1.232 -0.424
C 1.13659 3.52051 6.95695 -1.249 2.395 -3.044 -0.465
C 0.52600 4.52984 7.68867 0.147 0.327 0.780 -0.616
C -0.25520 5.57394 7.15290 0.218 -0.405 -0.124 -0.617
C -0.48552 5.51997 5.79480 0.016 -0.345 -0.411 -0.540
H 0.24445 3.76978 3.06485 -0.554 0.682 0.604 0.177
H -0.83449 5.15745 3.30409 0.877 -1.084 0.261 0.186
H 1.50622 2.72886 4.95717 -0.772 1.139 0.285 0.205
H 1.82355 2.87316 7.38564 0.936 -1.125 1.013 0.686
H 0.75724 4.47870 8.72545 -0.131 0.394 0.907 0.355
H -0.68199 6.42910 7.71952 0.404 -1.029 -0.087 0.314
H -1.21383 6.15226 5.27568 0.393 0.085 0.340 0.217
C -0.88058 4.43674 -2.85456 0.663 -1.863 -0.293 -0.801
Ge 0.89381 5.05281 -3.31278 1.305 -0.851 0.770 0.545
C 1.69186 4.20081 -5.01261 -0.109 0.176 1.650 -0.897
C 0.68845 6.96169 -3.51862 0.083 0.716 -0.086 -1.136
C 2.14214 4.76752 -1.65014 0.071 -0.207 -0.927 -1.027
Se 2.29320 2.93159 -0.93931 -0.324 -1.235 0.217 0.024
C 3.98431 2.02904 -1.51937 -0.259 1.129 -0.869 -0.820
H -1.57411 5.08956 -3.30226 -0.961 0.901 -0.575 0.482
H -1.09433 4.36742 -1.78963 0.166 -0.170 -0.032 0.364
H -0.99139 3.45048 -3.35526 -0.253 0.379 0.662 -0.069
H 1.44408 4.83998 -5.86353 -0.102 -0.387 -0.009 0.397
H 1.30144 3.16275 -5.06191 0.260 0.737 -0.331 0.128
H 2.79188 4.17320 -4.88418 -0.587 -0.051 -0.130 0.314
H 0.12653 7.41052 -2.67897 0.218 -0.317 -0.351 0.338
H 0.19685 7.25278 -4.47034 0.445 -0.141 0.522 0.339
H 1.71787 7.32089 -3.45936 -0.134 0.543 -0.290 0.365
H 1.72448 5.27699 -0.76206 0.233 0.042 -0.587 0.353
H 3.18477 5.08286 -1.80762 -0.447 0.348 -0.045 0.373
H 4.01181 1.83370 -2.59379 -0.123 0.381 -0.004 0.284
H 4.09145 1.04721 -1.08721 -0.484 -0.151 0.740 0.156
H 4.79371 2.68579 -1.22349 0.268 -0.091 -0.032 0.374
```
Positions in Å, forces in eV/Å.

Computed properties:
**Relative energy (zero: lowest compared OMol25 entry of this formula, charge and spin)**: 2.227 eV
**Total charge**: -1
**Molecular weight**: 1050.06 g mol⁻¹
**<S²>**: 0.7575
**Maximum force**: 0.1222 hartree/bohr
**HOMO energy (spin up / spin down)**: -0.59 / -3.92 eV
**Orbital gap (spin up / spin down)**: 2.685 / 5.882 eV
**2S+1**: 2